No. 1
13
Properties=species:S:1:pos:R:3 method="wB97M-V/def2-TZVPD" homo_ev=-8.57 e_above_lowest_kcal_mol=115.1 total_charge=0 fmax_ev_per_a=5.0 homo_lumo_gap_ev=9.341
C 0.7382 -0.9542 -0.8487
C -0.1855 -0.8463 0.3329
N -1.3803 -1.2812 0.4774
H -1.7261 -1.7534 -0.3538
H 0.5169 -0.8622 1.3431
H 1.3669 -1.8401 -0.7726
H 0.1557 -0.9541 -1.7697
H 1.3968 -0.0863 -0.8929
C -0.3239 1.4260 0.6486
N 0.4222 2.0247 -0.1562
H 0.1858 3.0050 -0.3183
H -1.2937 1.7369 1.0499
H 0.1272 0.3850 1.2602

=====

No. 2
41
Properties=species:S:1:pos:R:3 method="wB97M-V/def2-TZVPD" homo_ev="-1.31 / -1.30" e_above_lowest_kcal_mol=19.9 spin_multiplicity=3 total_charge=-2 s_squared=2.01 fmax_ev_per_a=1.0 homo_lumo_gap_ev="5.524 / 5.489"
Pd -0.2485 -1.2486 -2.3166
S -5.0467 0.0089 -3.1401
Sb -3.3363 -0.6883 -1.8219
S -2.2980 -2.6230 -2.7468
S -1.4662 0.7962 -1.9646
S -3.8630 -1.0294 0.4033
C 1.7514 1.4022 -3.4961
As 2.2341 0.2002 -2.0555
C 1.7608 0.9324 -0.3270
C 4.1420 0.6696 -2.0065
S 2.3109 -1.9237 -2.2070
H 2.0565 2.3966 -3.1628
H 0.6870 1.3582 -3.7170
H 2.3350 1.0826 -4.3576
H 2.0315 1.9894 -0.3230
H 2.3749 0.3828 0.3858
H 0.6940 0.8111 -0.1393
H 4.2810 1.7391 -1.8376
H 4.5767 0.3826 -2.9632
H 4.6117 0.0945 -1.2097
N -0.2229 -2.0715 0.1006
C -0.3940 -1.6173 1.1507
N -0.5922 -1.1006 2.3441
C 0.3851 -0.2100 2.9388
C -0.2685 1.1491 3.2062
C -1.7249 0.9741 3.6777
C -1.9558 -0.4244 4.2410
C -1.7637 -1.4623 3.1419
H 1.2247 -0.1187 2.2529
H 0.7731 -0.6585 3.8635
H -0.2508 1.7309 2.2827
H 0.3242 1.6969 3.9455
H -2.4013 1.1203 2.8333
H -1.9744 1.7316 4.4244
H -2.9719 -0.5227 4.6277
H -1.2814 -0.6066 5.0859
H -2.6189 -1.4620 2.4609
H -1.6440 -2.4725 3.5550
S 0.2747 -1.3885 -4.7596
C -0.8933 -0.7278 -5.7866
N -1.6125 -0.2929 -6.5834

=====

No. 3
17
Properties=species:S:1:pos:R:3 method="wB97M-V/def2-TZVPD" homo_ev=-8.26 e_above_lowest_kcal_mol=174.6 smiles="NN=C1C[C@@H]2N[C@H]2C1" total_charge=0 fmax_ev_per_a=4.4 homo_lumo_gap_ev=9.063
C -0.7130 0.3347 -0.1898
C -0.0982 -1.0072 0.2935
C 1.3082 -0.7235 -0.3012
C 1.7417 0.5195 0.4101
C 0.5107 1.3511 -0.0710
H -3.9162 -0.2015 0.2651
H -2.8219 -1.2470 -0.7130
H -0.4550 -1.7697 -0.3720
H -0.4219 -1.0461 1.3589
H 1.0728 -0.4944 -1.4109
H 3.3206 -0.7315 0.5340
H 1.3930 0.0566 1.3015
H 0.6855 2.0599 -1.0498
H 0.2098 2.1279 0.6270
N -2.8720 -0.4553 0.0229
N -2.0229 0.6382 -0.0063
N 2.6715 -0.4118 -0.2153

=====

No. 4
48
Properties=species:S:1:pos:R:3 method="wB97M-V/def2-TZVPD" homo_ev="-10.35 / -10.34" e_above_lowest_kcal_mol=76.4 spin_multiplicity=2 total_charge=0 s_squared=0.75 fmax_ev_per_a=7.9 homo_lumo_gap_ev="9.557 / 5.161"
Ag 0.5926 0.0609 1.3744
C 4.7662 1.7590 1.6137
F 5.3124 0.6210 1.1151
F 4.3618 1.5058 2.8599
F 5.7887 2.6834 1.6076
S 3.2815 2.3552 0.4836
O 2.5538 3.2689 1.3095
O 3.9002 3.0243 -0.6341
N 2.2968 0.8949 0.2148
S 2.9854 0.3300 -1.0572
O 4.4032 0.5429 -1.3649
O 2.7254 -1.1013 -1.1668
C 1.9747 1.0116 -2.5394
F 0.7271 1.3274 -2.1146
F 2.5182 2.1252 -2.8785
F 2.0396 0.2210 -3.5150
B -1.0791 -0.3331 -0.2729
H -0.1498 -0.6999 -0.6806
H -1.8117 -0.5161 -1.0437
H -1.2457 -0.9302 0.6102
H -1.0980 0.7122 -0.0062
O -3.6793 -0.2908 1.1076
H -4.0004 -0.3428 0.2074
H -2.7408 -0.4661 1.0382
O -1.8504 2.5813 -1.5580
H -1.6386 1.8742 -0.9485
H -1.9832 2.1422 -2.3981
O -3.7420 1.0363 -2.9200
H -4.6596 0.8616 -2.7106
H -3.2699 0.2748 -2.5832
O -2.3027 -3.7268 0.2309
H -1.4647 -3.7807 -0.2284
H -2.8619 -3.2108 -0.3499
O -0.7533 -0.9434 3.0556
H -1.3719 -1.6681 3.1469
H -0.3387 -0.8719 3.9154
O -2.2945 -3.1487 2.9925
H -2.0724 -3.2632 2.0685
H -3.1992 -2.8361 2.9849
O -1.3886 -0.8127 -3.3316
H -1.1000 -0.4611 -2.4893
H -1.5855 -1.7322 -3.1531
O -0.2586 2.0362 1.8359
H -1.1711 2.2793 1.6797
H 0.1850 2.8669 2.0078
O 1.4241 -2.0911 0.9834
H 1.6001 -2.9202 1.4282
H 1.6744 -2.2493 0.0731

=====

No. 5
21
Properties=species:S:1:pos:R:3 method="wB97M-V/def2-TZVPD" homo_ev="-3.47 / -0.17" e_above_lowest_kcal_mol=45.0 total_charge=-1 fmax_ev_per_a=5.6 homo_lumo_gap_ev="6.965 / 3.278"
C -0.6457 0.9791 -2.4397
Cd -0.1588 0.8440 -0.5585
N 0.8018 -1.2946 -0.5404
H -1.1709 1.6889 0.6921
H 0.6552 2.0067 -1.4734
H -1.2436 1.8320 -2.7346
H -1.4080 0.1493 -2.4290
H 0.0215 0.6960 -3.2308
H 0.3185 -1.7299 0.2659
H 1.7659 -1.1024 -0.2547
H 0.7827 -1.8767 -1.3667
N -0.1458 -0.9011 4.5748
C 1.0057 -0.2603 3.8929
C 0.6005 -0.3493 2.4099
O 1.1584 0.4427 1.6113
O -0.2610 -1.2324 2.1553
H -0.7670 -0.1722 4.9276
H 0.1574 -1.4605 5.3682
H -0.6116 -1.4601 3.8044
H 1.1494 0.7626 4.2354
H 1.9039 -0.8549 4.0677

=====

No. 6
47
Properties=species:S:1:pos:R:3 method="wB97M-V/def2-TZVPD" homo_ev=-9.63 e_above_lowest_kcal_mol=116.9 smiles="O=C1c2ccccc2C(=O)c2ccccc21.CC[C@H](Cl)BCCC(F)=C(F)F" total_charge=0 fmax_ev_per_a=5.4 homo_lumo_gap_ev=8.701
C -3.9501 -1.1816 -0.6390
C -3.2309 -2.0394 -1.8370
C -3.9903 -1.8960 -3.3124
Cl -2.8400 -2.6061 -4.6341
B -4.3732 -0.3253 -3.6910
C -3.3915 0.7274 -4.4974
C -2.6633 1.8506 -3.5506
C -1.3786 1.3078 -2.6885
F -1.2275 1.8586 -1.2934
C -0.3263 0.3655 -3.1565
F 0.2789 0.3403 -4.5160
F 0.2382 -0.6357 -2.1783
H -3.9115 -1.8330 0.3600
H -3.2779 -0.2347 -0.4128
H -5.0812 -0.9336 -0.8131
H -2.1258 -1.6577 -2.0127
H -3.1673 -3.1880 -1.5888
H -4.9623 -2.5863 -3.3724
H -5.4616 0.0499 -3.3866
H -2.6199 0.1693 -5.1941
H -4.1030 1.3314 -5.2418
H -3.4713 2.2315 -2.7619
H -2.2672 2.7252 -4.2373
C 2.5080 0.3885 6.4404
C 3.0723 -0.8753 6.2689
C 3.3878 -1.3311 4.9879
C 3.1271 -0.5252 3.8730
C 2.5403 0.7283 4.0426
C 2.2406 1.1912 5.3305
C 2.2153 1.5662 2.8703
O 1.7031 2.6689 3.0187
C 2.5081 1.0527 1.5173
C 2.1522 1.8119 0.3949
C 2.4376 1.3397 -0.8881
C 3.0858 0.1159 -1.0532
C 3.4364 -0.6450 0.0630
C 3.1380 -0.1797 1.3506
C 3.4807 -1.0082 2.5233
O 4.0462 -2.0860 2.3789
H 2.2705 0.7476 7.4394
H 3.2689 -1.5060 7.1330
H 3.8329 -2.3167 4.8620
H 1.7950 2.1743 5.4716
H 1.6488 2.7698 0.5152
H 2.1557 1.9283 -1.7584
H 3.3147 -0.2488 -2.0522
H 3.9378 -1.6016 -0.0739